Record 1
{
  "formula": "C26H41Br5F5IO2",
  "method": "wB97M-V/def2-TZVPD",
  "orbital_gap_ha": 0.3387,
  "e_lumo_ev": -0.101,
  "species": ["H", "Br", "H", "F", "C", "H", "C", "H", "C", "I", "H", "C", "C", "H", "C", "H", "C", "C", "H", "H", "Br", "H", "C", "C", "H", "H", "F", "H", "H", "H", "Br", "H", "C", "Br", "H", "H", "C", "H", "H", "H", "H", "H", "F", "O", "C", "C", "H", "C", "H", "F", "H", "H", "H", "H", "H", "C", "H", "C", "C", "C", "H", "C", "F", "C", "C", "H", "C", "H", "H", "Br", "C", "H", "C", "H", "H", "H", "O", "C", "H", "H"],
  "xyz": [[0.092, -1.056, 0.825], [-1.770, 3.208, 5.406], [4.893, 2.086, 2.859], [-3.461, 4.987, 0.640], [-2.371, -1.649, -2.840], [4.326, 0.886, 1.704], [3.711, 0.783, -1.588], [3.845, 2.571, 1.522], [-3.537, -0.968, -0.816], [-0.256, -1.394, -2.714], [-4.126, 2.853, -0.607], [-1.927, -1.859, 1.079], [4.261, -1.771, -1.778], [1.244, -3.859, 2.625], [5.914, 1.328, -0.354], [-2.767, 2.150, 0.321], [3.163, -2.134, -0.757], [-2.492, -0.659, 0.272], [-4.317, 0.030, -2.579], [3.370, -0.521, -3.305], [-3.585, 2.175, 3.015], [-4.833, 0.702, -1.054], [4.850, 1.791, -1.373], [-3.252, 3.609, 4.253], [2.025, -4.456, 1.169], [4.448, -1.705, 0.899], [-1.790, 5.971, -0.296], [-2.982, 4.476, 3.667], [0.454, -3.229, -0.251], [5.690, 0.290, -0.070], [-4.832, 4.054, 5.249], [-1.659, -0.118, -0.184], [1.559, -3.569, 1.617], [-5.122, -1.549, 1.629], [2.592, -2.992, -1.131], [6.816, 1.913, 1.514], [2.632, -2.473, 1.732], [-7.623, -3.337, -1.064], [4.406, 2.730, -1.024], [-7.747, -1.964, 0.029], [2.165, -1.482, 1.768], [5.245, -1.825, -1.300], [-0.944, 3.383, -1.184], [-2.996, -2.004, -1.720], [4.680, 1.920, 1.799], [-2.243, 3.738, -0.971], [-2.971, 0.031, 0.972], [0.280, -3.232, 0.827], [3.406, 0.438, -0.594], [-2.677, 4.354, -2.104], [-6.826, -3.421, 0.511], [4.271, -2.545, -2.555], [5.324, 1.995, -2.338], [-0.431, -4.047, 1.020], [5.043, -0.170, -2.968], [-4.831, -1.608, -0.250], [2.856, 1.318, -2.012], [-0.390, -1.927, 1.284], [-3.085, 2.522, -0.655], [4.088, -0.413, -2.484], [-3.131, 1.930, -2.710], [-5.837, -2.160, -0.930], [-1.448, 4.415, 1.155], [-2.943, 1.452, -1.742], [5.924, 2.161, 0.930], [3.155, -2.601, 2.687], [3.704, -2.468, 0.636], [4.196, -3.447, 0.598], [-0.211, -1.871, 2.365], [-5.860, -2.250, -2.818], [-3.961, 0.308, -1.588], [-2.309, -2.808, 0.695], [-2.233, 4.806, 0.150], [-1.914, 1.100, -1.784], [2.446, -1.313, -0.649], [-2.342, -1.756, 2.082], [-2.845, -1.632, -3.894], [-7.080, -2.758, -0.318], [6.909, 1.319, -0.806], [5.975, 3.220, 0.653]]
}

Record 2
{
  "formula": "C4H10ClNS",
  "method": "wB97M-V/def2-TZVPD",
  "orbital_gap_ha": 0.3438,
  "e_lumo_ev": 0.765,
  "e_above_lowest_kcal_mol": 34.9,
  "species": ["C", "S", "H", "H", "C", "H", "H", "H", "H", "H", "Cl", "C", "N", "H", "H", "C", "H"],
  "xyz": [[-0.171, -0.064, 1.550], [1.847, 1.537, -0.116], [0.231, -0.688, -2.273], [-1.285, -1.238, 0.410], [0.435, 0.473, -0.410], [0.036, -1.521, -0.800], [0.028, 0.696, 2.244], [1.677, -1.210, -1.444], [-1.645, -1.470, 1.961], [-0.644, 1.599, -1.884], [1.060, -1.293, 2.016], [-0.780, 1.141, -0.856], [-1.359, -0.762, 1.308], [-1.778, 0.656, -0.803], [-0.897, 2.185, -0.346], [0.653, -0.797, -1.230], [2.592, 0.757, 0.673]]
}

Record 3
{
  "formula": "C17H13F6N6NaO4S3",
  "method": "wB97M-V/def2-TZVPD",
  "orbital_gap_ha": 0.2913,
  "e_lumo_ev": -0.280,
  "e_above_lowest_kcal_mol": 32.4,
  "species": ["C", "H", "H", "S", "C", "C", "F", "C", "F", "H", "N", "C", "S", "S", "Na", "C", "H", "C", "H", "H", "H", "C", "C", "C", "C", "F", "C", "O", "F", "O", "H", "C", "F", "N", "N", "C", "F", "H", "H", "C", "O", "H", "H", "N", "N", "C", "N", "C", "O", "H"],
  "xyz": [[4.517, 1.973, 0.642], [0.628, 1.374, 2.383], [2.440, -6.017, 1.753], [1.332, -1.920, -0.460], [-3.721, -0.848, 1.905], [-2.637, 3.802, 0.985], [-4.409, -1.988, 1.822], [4.937, 2.218, -0.663], [-2.564, -1.119, 2.521], [5.167, 2.183, 1.479], [1.945, -4.318, 0.521], [0.445, -0.791, 4.950], [-2.207, 2.008, 0.850], [-3.419, -0.206, 0.158], [-0.332, 0.139, 0.235], [2.124, -4.860, -0.807], [2.897, 1.236, 1.834], [2.823, 1.409, -1.402], [0.161, 1.347, 4.822], [2.536, -5.862, -0.723], [4.369, 2.092, -2.736], [1.072, -1.795, 2.882], [1.829, -4.144, 2.707], [1.561, -3.029, 0.754], [0.679, 0.449, 2.946], [-2.625, 4.369, -0.219], [3.248, 1.455, 0.834], [-1.935, 1.557, 2.188], [-3.824, 3.984, 1.551], [-2.060, -0.654, -0.077], [2.120, 1.162, -2.189], [2.114, -4.993, 1.711], [-4.418, 0.011, 2.640], [2.406, 1.182, -0.159], [1.004, -0.636, 2.249], [0.769, -1.930, 4.237], [-1.697, 4.366, 1.745], [0.766, -2.894, 4.721], [1.889, -4.301, 3.766], [6.239, 2.767, -0.899], [-1.058, 1.997, -0.025], [2.796, -4.219, -1.374], [1.169, -4.892, -1.332], [1.478, -2.920, 2.133], [-3.510, 1.369, 0.241], [0.411, 0.433, 4.302], [7.284, 3.212, -1.067], [4.072, 1.923, -1.711], [-4.460, -0.766, -0.628], [0.214, -0.861, 6.004]]
}

| no. | E_HOMO (eV) | total energy (Eh) | F_max (eV/A) |
| --- | --- | --- | --- |
| 1 | -9.32 | -14832.852176 | 2.8 |
| 2 | -8.59 | -1071.449025 | 5.3 |
| 3 | -8.21 | -3241.219525 | 3.3 |